C18H20BrN3O9RuS2 as an isolated structure. Source: OMol25; level of theory: the ωB97M-V functional and the def2-TZVPD basis.

As for the energy above the lowest of the compared OMol25 structures with the same formula, charge and spin: 14.3 kcal/mol. As for the largest force on an atom: 0.007 Eh/bohr. Its HOMO-LUMO gap (alpha / beta) is 7.2 / 7.2 eV.

```
! RIJCOSX wB97M-V def2-TZVPD def2/J DEFGRID3
* xyz 2 1
Ru 1.698 0.464 0.144
O 2.899 0.313 -3.810
C 2.673 0.338 -2.526
O 1.614 0.703 -2.024
C 3.806 -0.121 -1.673
C 5.048 -0.572 -2.087
C 5.948 -0.995 -1.118
C 5.585 -0.975 0.223
C 4.324 -0.512 0.564
N 3.487 -0.081 -0.382
C 3.693 -0.399 1.926
O 4.325 -0.770 3.007
O 2.563 0.066 2.031
H 2.112 0.610 -4.300
H 5.298 -0.593 -3.139
H 6.929 -1.348 -1.406
H 6.289 -1.321 0.970
H 5.212 -1.124 2.854
Br -4.433 2.099 1.717
C -3.034 3.356 1.921
C -3.380 4.532 2.562
C -2.417 5.491 2.836
C -1.091 5.274 2.492
C -0.742 4.097 1.863
C -1.703 3.126 1.549
C -1.186 1.948 0.844
O -2.063 1.308 0.078
O -0.008 1.595 0.908
H -4.407 4.692 2.857
H -2.708 6.407 3.333
H -0.337 6.016 2.713
H 0.286 3.913 1.589
C 1.772 -3.680 -1.274
S 0.585 -2.527 -0.688
O -0.058 -1.907 -1.835
O -0.319 -3.250 0.184
O 1.384 -1.536 0.117
H 1.236 -4.467 -1.799
H 2.294 -4.093 -0.413
H 2.453 -3.172 -1.954
C -3.800 -3.297 -0.778
N -2.835 -2.262 -0.392
C -2.935 -0.991 -0.665
S -1.427 -0.049 -0.738
N -4.064 -0.353 -0.927
C -5.396 -0.750 -0.448
H -3.248 -4.229 -0.869
H -4.239 -3.058 -1.743
H -4.580 -3.426 -0.032
H -1.930 -2.602 -0.045
H -3.973 0.594 -1.257
H -5.314 -1.181 0.547
H -5.882 -1.451 -1.121
H -6.002 0.149 -0.388
*
```